# 1
{
  "formula": "C5H10O2",
  "method": "ωB97M-V/def2-TZVPD",
  "homo_energy_ev": -9.4,
  "total_charge": 0,
  "fmax_ha_per_bohr": 0.06831,
  "orbital_gap_ev": 10.40,
  "lumo_energy_ev": 0.9872,
  "energy_ha": -346.8946,
  "species": ["C", "C", "C", "O", "C", "C", "O", "H", "H", "H", "H", "H", "H", "H", "H", "H", "H"],
  "positions_angstrom": [[2.3272, 0.3514, -0.5165], [1.1589, -0.4104, 0.0160], [0.5001, -0.0181, 1.2543], [-0.7702, -0.3808, 1.3721], [-1.3123, -0.4757, -0.3702], [-2.5599, 0.3476, -0.3619], [-0.2888, -0.0198, -1.0598], [2.2434, 0.4346, -1.5728], [3.2501, -0.1241, -0.3177], [2.3743, 1.3494, -0.1402], [1.1514, -1.4733, -0.1983], [0.7491, 1.0110, 1.5696], [1.2644, -0.6903, 1.8151], [-1.4667, -1.5616, -0.3873], [-2.3192, 1.4012, -0.1923], [-3.0623, 0.2550, -1.3249], [-3.2376, -0.0034, 0.4115]]
}

# 2
{
  "formula": "C5H10O2",
  "method": "ωB97M-V/def2-TZVPD",
  "homo_energy_ev": -10.5,
  "total_charge": 0,
  "fmax_ha_per_bohr": 0.06691,
  "smiles": "CC(C)CC(=O)O",
  "orbital_gap_ev": 11.28,
  "lumo_energy_ev": 0.8138,
  "energy_ha": -346.9659,
  "species": ["C", "C", "C", "C", "C", "O", "O", "H", "H", "H", "H", "H", "H", "H", "H", "H", "H"],
  "positions_angstrom": [[0.9539, 0.2661, 1.1818], [0.1277, -0.5996, 0.1809], [1.0511, -1.6806, -0.3964], [-0.5300, 0.2324, -1.0367], [-1.6949, 0.9948, -0.4180], [-2.6624, 0.5835, 0.1352], [-1.4603, 2.3164, -0.3945], [1.5966, 1.0684, 0.6307], [0.3091, 0.7953, 2.0931], [1.6290, -0.3508, 1.8498], [-0.6730, -1.1101, 0.6735], [1.5164, -2.1508, 0.4388], [0.4805, -2.4487, -0.9244], [1.7656, -1.2670, -1.1883], [-0.9074, -0.3606, -1.8877], [0.4776, 0.8997, -1.1693], [-1.9794, 2.8114, 0.2315]]
}

# 3
{
  "formula": "C5H10O2",
  "method": "ωB97M-V/def2-TZVPD",
  "homo_energy_ev": -8.7,
  "total_charge": 0,
  "fmax_ha_per_bohr": 0.00851,
  "smiles": "C/C=C\\OC.C=O",
  "orbital_gap_ev": 9.66,
  "lumo_energy_ev": 0.9461,
  "energy_ha": -346.9182,
  "species": ["C", "C", "C", "O", "C", "H", "H", "H", "H", "H", "H", "H", "H", "C", "O", "H", "H"],
  "positions_angstrom": [[-2.0281, 0.8403, 0.1765], [-1.2883, -0.0483, -0.7782], [0.0218, 0.0507, -1.0106], [0.7817, 1.0073, -0.4125], [2.1755, 0.7640, -0.4103], [-2.9601, 1.2001, -0.2705], [-2.2969, 0.3066, 1.1007], [-1.4124, 1.7009, 0.4498], [-1.8254, -0.8403, -1.2918], [0.5541, -0.6427, -1.6605], [2.4444, -0.0518, 0.2751], [2.5376, 0.5166, -1.4162], [2.6447, 1.6906, -0.0759], [0.1591, -1.6209, 1.3336], [0.8502, -2.4911, 0.8668], [-0.9228, -1.7540, 1.5236], [0.5650, -0.6280, 1.6007]]
}

# 4
{
  "formula": "C5H10O2",
  "method": "ωB97M-V/def2-TZVPD",
  "homo_energy_ev": -9.6,
  "total_charge": 0,
  "fmax_ha_per_bohr": 0.01160,
  "smiles": "CCO[C@@H](C)C=O",
  "orbital_gap_ev": 10.64,
  "lumo_energy_ev": 0.9973,
  "energy_ha": -346.9624,
  "species": ["C", "C", "O", "C", "C", "C", "O", "H", "H", "H", "H", "H", "H", "H", "H", "H", "H"],
  "positions_angstrom": [[2.3391, -0.7702, -0.3146], [1.0776, -0.7677, 0.5350], [0.3720, 0.4542, 0.3599], [-1.0277, 0.2853, 0.3323], [-1.6823, 1.6562, 0.4265], [-1.4339, -0.3618, -0.9874], [-2.4416, -1.0040, -1.1550], [3.1521, -0.2004, 0.1414], [2.6943, -1.7944, -0.4712], [2.1259, -0.3316, -1.2922], [0.4392, -1.6148, 0.2437], [1.3174, -0.9009, 1.6001], [-1.3770, -0.3539, 1.1572], [-2.7714, 1.5556, 0.4018], [-1.3877, 2.1428, 1.3597], [-1.3664, 2.2886, -0.4097], [-0.7195, -0.1518, -1.8165]]
}

# 5
{
  "formula": "C5H10O2",
  "method": "ωB97M-V/def2-TZVPD",
  "homo_energy_ev": -9.1,
  "total_charge": 0,
  "fmax_ha_per_bohr": 0.04696,
  "orbital_gap_ev": 10.00,
  "lumo_energy_ev": 0.8557,
  "energy_ha": -346.8858,
  "species": ["C", "C", "O", "C", "C", "C", "O", "H", "H", "H", "H", "H", "H", "H", "H", "H", "H"],
  "positions_angstrom": [[-2.3263, -0.5687, 0.1444], [-1.1240, 0.2714, -0.3090], [-0.7738, 1.3097, 0.5489], [0.2000, -0.4781, -0.2653], [1.4016, 0.2124, -0.8682], [2.1075, 0.2640, 0.4789], [0.9653, -0.1052, 1.2827], [-3.2164, 0.0644, 0.2248], [-2.5590, -1.3952, -0.5453], [-2.1129, -0.9814, 1.1340], [-1.3494, 0.6145, -1.3578], [0.1302, 0.8053, 1.2236], [0.2041, -1.5515, -0.1531], [1.9131, -0.3713, -1.6307], [1.1338, 1.2040, -1.2422], [2.5541, 1.2295, 0.7404], [2.8520, -0.5239, 0.5938]]
}

# 6
{
  "formula": "C5H10O2",
  "method": "ωB97M-V/def2-TZVPD",
  "homo_energy_ev": -9.5,
  "total_charge": 0,
  "fmax_ha_per_bohr": 0.01200,
  "smiles": "COC[C@H]1C[C@H]1O",
  "orbital_gap_ev": 10.41,
  "lumo_energy_ev": 0.9368,
  "energy_ha": -346.9250,
  "species": ["C", "O", "C", "C", "C", "C", "O", "H", "H", "H", "H", "H", "H", "H", "H", "H", "H"],
  "positions_angstrom": [[2.4687, -0.1596, 0.6627], [1.0665, -0.0519, 0.6071], [0.5565, -0.4089, -0.6679], [-0.8634, 0.0871, -0.8600], [-2.0758, -0.5633, -0.2451], [-1.6927, 0.8324, 0.1489], [-1.2883, 1.0936, 1.4481], [2.8068, -1.1966, 0.5183], [2.7859, 0.1870, 1.6480], [2.9417, 0.4664, -0.1096], [1.1944, 0.0465, -1.4393], [0.6263, -1.5023, -0.7972], [-1.0618, 0.5654, -1.8127], [-2.9481, -0.7617, -0.8608], [-1.8888, -1.2965, 0.5368], [-2.2587, 1.6542, -0.2941], [-0.3228, 1.0532, 1.4653]]
}